Formula: C53H113BN5O18
Source: the OMol25 dataset
Level of theory: ωB97M-V/def2-TZVPD

Computed properties:
⟨S²⟩: 0.75
Kohn-Sham gap (alpha / beta): 0.0973 / 0.2514 Ha
2S+1: 2
LUMO level (alpha / beta): 3.443 / 3.443 eV
HOMO energy (alpha / beta): 0.8 / -3.4 eV
total charge: -2

```
190
C53H113BN5O18 ωB97M-V/def2-TZVPD
O -1.63454 0.47109 -4.22274
C -1.10984 0.71904 -3.16290
O -0.28738 -0.06131 -2.57164
B -0.01037 0.50335 -1.18820
O -0.78110 1.75451 -1.13469
C -1.34599 1.99949 -2.29975
O -2.01558 2.95928 -2.64831
O 1.39277 0.81591 -0.98733
C 1.80555 0.13424 0.01042
O 2.98261 0.08956 0.30376
C 0.59763 -0.57812 0.70194
O -0.39050 -0.39185 -0.07239
O 0.71431 -1.35311 1.66080
C 6.03143 1.25473 1.67709
O 5.44739 1.81633 0.51522
H 5.94879 0.17365 1.78907
H 7.08997 1.50938 1.72932
H 5.42726 1.64715 2.49507
H 4.60147 1.43793 0.26453
C 5.80643 0.66284 -2.30318
O 5.83045 1.18419 -3.62472
H 6.33556 1.40239 -1.70220
H 4.76133 0.63612 -1.99469
H 6.28102 -0.31216 -2.19261
H 5.51696 0.46546 -4.17857
C -1.33035 -3.12465 3.34080
O -0.64353 -2.01204 4.03455
H -2.21330 -2.84224 2.76745
H -0.65648 -3.49058 2.56614
H -1.54032 -3.93712 4.03643
H -0.25904 -1.45589 3.35303
C -5.17501 2.30691 -3.28329
O -4.49520 3.46873 -3.53364
H -4.50396 1.47646 -3.50271
H -5.59267 2.26514 -2.27734
H -6.02228 2.24313 -3.96606
H -3.77301 3.46728 -2.90116
C -1.67568 -4.03743 -0.61080
C -3.19508 -4.16607 -0.96992
C -3.80361 -2.73323 -0.98773
C -3.41178 -1.83304 -2.15517
C -3.75161 -2.59731 -3.42913
C -3.05110 -3.99909 -3.55966
N -3.27229 -4.77829 -2.32949
O -2.96609 -6.10051 -2.36392
C -3.76459 -4.62563 -4.72501
C -1.59877 -3.75804 -3.88258
C -3.83639 -4.99325 0.13532
H -1.07603 -4.93937 -0.73337
H -1.68235 -3.74876 0.44026
H -1.15036 -3.18113 -1.03375
H -4.88799 -2.72523 -0.87742
H -3.43111 -2.16390 -0.13614
H -2.34425 -1.61698 -2.11259
H -3.86623 -0.84438 -2.21945
H -3.50337 -1.95323 -4.27272
H -4.83713 -2.65316 -3.51048
H -3.63376 -4.04488 -5.63808
H -3.14264 -5.51870 -4.78570
H -4.83352 -4.75620 -4.55640
H -1.18690 -2.85301 -3.43606
H -0.99460 -4.59885 -3.54182
H -1.50815 -3.79881 -4.96805
H -3.54324 -4.67881 1.13696
H -3.60892 -6.05145 0.00658
H -4.92501 -4.93902 0.12703
H -2.00644 -6.09096 -2.38789
C -1.46975 5.77893 -4.10860
C -1.74847 7.18582 -3.51434
C -0.42075 7.89571 -3.03702
C 0.34890 8.58074 -4.21051
C -0.59442 9.47850 -5.04491
C -1.89442 8.81517 -5.53837
N -2.53869 7.98674 -4.50005
O -3.64468 7.22204 -4.93465
C -2.86574 9.90964 -6.02944
C -1.50579 7.92637 -6.77288
C -2.63629 7.04463 -2.22690
H -1.12925 5.72922 -5.14285
H -2.38861 5.19279 -4.09336
H -0.81594 5.25125 -3.41419
H -0.59844 8.54072 -2.17650
H 0.22106 7.14264 -2.57978
H 0.89546 7.81884 -4.76628
H 1.13937 9.22983 -3.83376
H -0.02319 9.89840 -5.87284
H -0.74764 10.42417 -4.52499
H -3.88303 9.56252 -6.21036
H -2.99767 10.67504 -5.26468
H -2.51199 10.29448 -6.98592
H -1.06928 8.47684 -7.60628
H -0.73416 7.20605 -6.50122
H -2.39154 7.34514 -7.02926
H -3.57018 6.57218 -2.53140
H -2.94437 8.00646 -1.81692
H -2.16144 6.47777 -1.42608
H -3.22386 6.62521 -5.55778
C -3.29941 4.17576 4.74644
C -4.40701 3.66032 3.75638
C -4.37849 4.46709 2.37223
C -3.14012 4.31131 1.55107
C -2.97616 2.87624 1.14641
C -2.93815 1.89038 2.36160
N -4.03508 2.23501 3.35462
O -4.27706 1.34946 4.40797
C -3.37923 0.48117 1.78421
C -1.51439 1.75902 3.03304
C -5.83597 3.86738 4.30292
H -2.28080 4.16414 4.35864
H -3.15908 3.52523 5.60971
H -3.52474 5.16916 5.13436
H -5.19648 4.10471 1.74960
H -4.48155 5.54834 2.46371
H -2.27596 4.62164 2.13847
H -3.25297 4.98881 0.70469
H -1.97206 2.97791 0.73466
H -3.58329 2.50687 0.31995
H -3.43434 -0.24588 2.59444
H -4.33863 0.50698 1.26749
H -2.63963 0.14354 1.05819
H -1.04674 2.73567 3.15776
H -1.55036 1.21811 3.97867
H -0.81723 1.12526 2.48493
H -5.96573 3.37974 5.26908
H -6.59385 3.37925 3.69017
H -6.12768 4.91585 4.24211
H -3.62200 1.61705 5.05673
C 5.29903 -4.11032 1.06979
C 5.39021 -4.41557 -0.43220
C 5.38748 -5.97936 -0.64369
C 3.96658 -6.56421 -0.52303
C 2.88269 -5.83019 -1.35360
C 2.82894 -4.30387 -1.27335
N 4.26257 -3.83286 -1.14824
O 4.31486 -2.44870 -1.22707
C 2.14960 -3.82689 -2.60119
C 1.91714 -3.92765 -0.17155
C 6.76104 -3.97505 -0.93681
H 5.45963 -3.04012 1.20008
H 6.08388 -4.59968 1.64652
H 4.29220 -4.31865 1.43171
H 5.78535 -6.28800 -1.61041
H 6.03083 -6.43652 0.10811
H 3.62982 -6.47539 0.50982
H 3.96696 -7.64267 -0.68120
H 1.97154 -6.37070 -1.09722
H 2.98989 -6.07798 -2.40962
H 1.85628 -2.77752 -2.63067
H 2.55322 -3.98482 -3.60132
H 1.19477 -4.34533 -2.68843
H 1.46346 -2.97634 -0.44951
H 1.06800 -4.60405 -0.07384
H 2.26457 -3.93420 0.86157
H 6.82100 -2.88688 -0.91723
H 7.05455 -4.32261 -1.92734
H 7.58048 -4.23919 -0.26835
H 4.10680 -2.09187 -0.36047
C 4.25149 -0.66503 4.93503
C 3.66019 -2.12970 5.07744
C 4.80423 -3.03977 5.46433
C 4.41267 -4.42059 6.02778
C 3.57987 -4.19127 7.26641
C 2.34271 -3.29575 7.01670
N 2.74183 -2.09011 6.24324
O 1.65307 -1.23572 6.04832
C 1.29819 -4.16095 6.27127
C 1.83714 -2.92784 8.45174
C 3.12420 -2.67071 3.77486
H 3.41411 -0.02392 4.65957
H 5.01462 -0.58456 4.16091
H 4.69785 -0.28677 5.85469
H 5.35008 -3.20897 4.53615
H 5.46350 -2.47103 6.12006
H 5.34610 -4.90538 6.31375
H 3.84995 -5.06644 5.35375
H 4.18182 -3.89345 8.12493
H 3.31873 -5.21138 7.54794
H 0.46967 -3.53951 5.93146
H 1.57007 -4.47288 5.26286
H 1.01104 -5.02063 6.87673
H 1.66340 -3.81432 9.06171
H 2.57471 -2.27234 8.91481
H 0.92291 -2.33541 8.41572
H 2.06471 -2.47478 3.60999
H 3.19700 -3.75202 3.65841
H 3.76151 -2.24914 2.99754
H 1.03434 -1.76401 5.53872
O -0.57553 -1.46780 -6.48177
H -0.42979 -1.02522 -5.64565
H -1.29219 -0.98129 -6.88912
```

Löwdin population analysis, charges in e, atoms 1 to 99:
1 O 0.11
2 C -0.43
3 O 0.23
4 B -0.86
5 O 0.24
6 C -0.32
7 O 0.09
8 O 0.22
9 C -0.50
10 O 0.01
11 C -0.51
12 O 0.17
13 O -0.03
14 C -0.16
15 O -0.14
16 H 0.06
17 H 0.07
18 H 0.07
19 H 0.03
20 C -0.16
21 O -0.14
22 H 0.07
23 H 0.08
24 H 0.07
25 H 0.06
26 C -0.12
27 O -0.16
28 H 0.06
29 H 0.06
30 H 0.07
31 H 0.02
32 C -0.20
33 O -0.13
34 H 0.07
35 H 0.08
36 H 0.07
37 H 0.02
38 C -0.02
39 C -0.44
40 C -0.12
41 C -0.17
42 C -0.13
43 C -0.51
44 N -0.14
45 O 0.00
46 C -0.05
47 C -0.02
48 C -0.04
49 H 0.07
50 H 0.06
51 H 0.08
52 H 0.11
53 H 0.11
54 H 0.09
55 H 0.11
56 H 0.11
57 H 0.11
58 H 0.09
59 H 0.08
60 H 0.09
61 H 0.08
62 H 0.07
63 H 0.08
64 H 0.08
65 H 0.07
66 H 0.08
67 H 0.08
68 C -0.02
69 C -0.45
70 C -0.11
71 C -0.16
72 C -0.14
73 C -0.49
74 N -0.11
75 O -0.01
76 C -0.04
77 C -0.03
78 C -0.03
79 H 0.07
80 H 0.06
81 H 0.08
82 H 0.10
83 H 0.11
84 H 0.10
85 H 0.10
86 H 0.11
87 H 0.11
88 H 0.07
89 H 0.08
90 H 0.08
91 H 0.08
92 H 0.06
93 H 0.07
94 H 0.07
95 H 0.07
96 H 0.08
97 H 0.06
98 C -0.03
99 C -0.42


Formula: C53H118O31
Source: the OMol25 dataset
Level of theory: ωB97M-V/def2-TZVPD

Computed properties:
Kohn-Sham gap: 0.3537 Ha
2S+1: 1
LUMO level: 0.414 eV
HOMO energy: -9.2 eV
total charge: 0
SMILES: CCOC(C)=O.CCOC(C)=O.COC(=O)OC.COC(=O)OC.COC(=O)OC.COCCOCCOC.COCCOCCOC.COCCOCCOC.COCCOCCOC.COCCOCCOC.COCCOCCOC

```
202
C53H118O31 ωB97M-V/def2-TZVPD
C -2.69009 2.36441 -4.28055
C -1.23719 2.72162 -4.71844
O -0.47662 3.05042 -3.51210
C 0.56529 3.80853 -3.54464
C 1.05672 4.10374 -2.13352
O 1.14916 4.16019 -4.54473
H -3.29109 2.00804 -5.11715
H -3.20889 3.17576 -3.77001
H -2.71320 1.47148 -3.65584
H -0.68455 1.96628 -5.27714
H -1.30985 3.53377 -5.44179
H 1.82429 3.38582 -1.84454
H 0.24797 4.26355 -1.42043
H 1.48940 5.09961 -2.22911
C -2.12061 -0.69949 -1.68938
C -1.06451 0.43662 -1.55920
O -0.31850 0.35947 -0.34764
C 0.99994 0.53772 -0.33961
C 1.58177 0.33250 1.04976
O 1.65355 1.04483 -1.22833
H -1.61437 -1.66411 -1.65264
H -2.56422 -0.69470 -2.68501
H -2.84310 -0.54863 -0.88730
H -0.44767 0.43725 -2.45787
H -1.58983 1.39163 -1.55040
H 2.67053 0.34776 1.00012
H 1.23066 -0.61410 1.46056
H 1.44594 1.15560 1.75130
C -4.16260 -1.82496 -5.32068
O -4.89948 -1.28587 -4.24437
C -5.60016 -0.05307 -4.49620
O -5.51914 0.59621 -5.51482
O -6.24106 0.38360 -3.29472
C -5.99526 -0.22130 -2.03366
H -4.81059 -2.30765 -6.05228
H -3.56750 -2.67297 -4.98181
H -3.56176 -1.18447 -5.96633
H -6.22357 -1.28126 -2.14537
H -6.50215 0.19128 -1.16133
H -4.92092 -0.18035 -1.85417
C 1.38900 2.87428 -8.71693
O 2.25011 2.66931 -7.57804
C 2.04954 1.60862 -6.81848
O 1.09525 0.84408 -6.79580
O 3.03494 1.50385 -5.92920
C 3.00232 0.60148 -4.85031
H 1.67751 2.13768 -9.46679
H 1.37167 3.90136 -9.08148
H 0.33808 2.70028 -8.48589
H 3.94016 0.71924 -4.30745
H 3.02010 -0.44087 -5.16855
H 2.23647 0.81495 -4.10466
C 7.63885 -1.05996 2.38732
O 7.41085 -0.83684 1.00076
C 6.18254 -0.71936 0.58858
O 5.22356 -1.13647 1.26873
O 6.11735 -0.26707 -0.60048
C 4.89346 -0.02226 -1.26695
H 7.07415 -0.38193 3.02723
H 8.70499 -0.91949 2.56544
H 7.34561 -2.06231 2.69945
H 4.19527 -0.79664 -0.94922
H 5.01395 -0.14877 -2.34286
H 4.62765 0.99232 -0.97020
C -8.77853 -3.75636 -5.32796
O -8.23879 -2.65437 -4.55597
C -8.94983 -2.47271 -3.34349
C -8.66173 -3.46610 -2.16863
O -7.28562 -3.43327 -1.72338
C -6.30761 -3.85540 -2.64520
C -4.97265 -4.19730 -2.01213
O -4.07294 -4.50721 -3.05138
C -2.76968 -4.81655 -2.57850
H -8.93587 -4.67363 -4.76055
H -8.12051 -4.07587 -6.13605
H -9.71274 -3.42783 -5.78341
H -10.02285 -2.39733 -3.51967
H -8.69532 -1.46606 -3.01186
H -8.93591 -4.46570 -2.50584
H -9.36465 -3.13850 -1.40267
H -6.09318 -3.21744 -3.50259
H -6.76077 -4.79703 -2.95520
H -5.07423 -5.09299 -1.39934
H -4.58310 -3.36374 -1.42771
H -2.86173 -5.65817 -1.89200
H -2.36639 -3.96926 -2.02392
H -2.12511 -5.04820 -3.42642
C 1.91175 3.70988 4.55131
O 0.72990 3.22177 3.95200
C 0.27762 3.99097 2.79818
C -0.60035 5.13231 3.23949
O 0.09234 6.09743 3.97940
C 0.77999 7.11309 3.13938
C 1.63743 8.05389 4.03707
O 2.58420 7.36149 4.87712
C 3.74048 6.81698 4.20285
H 1.66660 4.67962 4.98445
H 2.64271 3.90550 3.76675
H 2.20586 2.95646 5.28203
H -0.37222 3.34749 2.20511
H 1.05358 4.33907 2.11640
H -1.34956 4.77361 3.94526
H -1.18686 5.53158 2.41204
H 0.04060 7.69404 2.58810
H 1.43789 6.55081 2.47674
H 0.93988 8.62659 4.64825
H 2.14106 8.84848 3.48655
H 4.31296 6.45943 5.05873
H 4.39993 7.51140 3.68226
H 3.37899 6.02259 3.54990
C 1.94544 -0.13384 5.97359
O 3.04143 -0.93729 5.66124
C 3.10678 -1.43301 4.32269
C 1.97460 -2.31505 3.80098
O 1.55590 -3.33746 4.70864
C 0.18644 -3.81673 4.45653
C -0.20196 -4.20114 3.00287
O -0.04724 -3.09027 2.05586
C -0.63709 -3.26974 0.74539
H 1.79247 0.06311 7.03468
H 0.99094 -0.54042 5.63932
H 2.07240 0.82270 5.46664
H 4.08344 -1.87211 4.11913
H 3.06832 -0.56917 3.65907
H 2.31898 -2.71553 2.84751
H 1.12682 -1.68427 3.53361
H -0.54763 -3.14893 4.90740
H 0.08941 -4.70685 5.07812
H -1.25443 -4.48466 2.99847
H 0.39849 -5.05961 2.70188
H -1.72247 -3.35902 0.79129
H -0.20894 -4.11714 0.20994
H -0.44015 -2.43337 0.07473
C 0.15029 -2.00280 -5.52462
O -0.44843 -2.90778 -4.57321
C 0.43137 -3.25789 -3.49300
C 1.36930 -4.41090 -3.94232
O 0.52864 -5.52234 -4.29016
C 1.35804 -6.72535 -4.37211
C 0.61504 -7.95332 -4.95548
O 1.54879 -9.09386 -5.15294
C 0.81657 -10.10539 -5.80334
H 0.19349 -1.01289 -5.07043
H -0.54029 -1.86588 -6.35675
H 1.12790 -2.31538 -5.89161
H -0.08399 -3.69064 -2.63556
H 1.01297 -2.42733 -3.09299
H 2.10401 -4.63508 -3.16900
H 2.01312 -4.16968 -4.78814
H 1.86108 -6.91702 -3.42431
H 2.25053 -6.54737 -4.97203
H 0.14218 -7.72140 -5.90980
H -0.21343 -8.27868 -4.32628
H 0.41768 -9.86649 -6.78919
H -0.08532 -10.41579 -5.27577
H 1.43790 -10.99837 -5.87154
C -4.52399 1.47558 10.54295
O -3.95546 0.64259 9.59131
C -4.83626 -0.17980 8.92725
C -4.13925 -1.20270 7.89595
O -3.52571 -0.54708 6.79244
C -2.32218 0.21576 6.89416
C -1.80221 0.71129 5.54975
O -1.51471 -0.38453 4.69343
C -1.39222 0.03166 3.34310
H -5.08927 2.27783 10.06866
H -3.82395 1.98039 11.20869
H -5.23283 0.93559 11.17069
H -5.74139 0.25785 8.50616
H -5.20732 -0.77316 9.76292
H -4.97136 -1.78399 7.49869
H -3.38284 -1.77731 8.43052
H -1.52445 -0.44860 7.22636
H -2.46631 1.08234 7.53941
H -0.83545 1.20147 5.66465
H -2.54367 1.43350 5.20806
H -2.33661 0.54383 3.15896
H -1.35600 -0.80781 2.64880
H -0.54295 0.66805 3.09440
C 6.38155 3.07888 4.84117
O 5.96539 3.41752 3.54638
C 5.56645 2.32243 2.74709
C 4.67770 2.84206 1.64971
O 5.28564 3.45331 0.53849
C 5.86883 4.78385 0.75076
C 6.32047 5.31640 -0.63173
O 5.35676 5.85208 -1.41520
C 4.58732 4.93100 -2.12768
H 5.66970 2.38068 5.28152
H 6.45959 3.96696 5.46833
H 7.36446 2.61045 4.79070
H 5.07187 1.49499 3.25585
H 6.49180 1.92632 2.32885
H 3.97889 3.52930 2.12664
H 4.04064 2.05590 1.24451
H 6.75377 4.78398 1.38714
H 5.11262 5.45987 1.14980
H 6.95902 4.67961 -1.24398
H 6.97116 6.14931 -0.36533
H 4.09257 4.18202 -1.50934
H 5.19911 4.44759 -2.88934
H 3.84654 5.50046 -2.68898
```

Löwdin population analysis, charges in e, atoms 1 to 99:
1 C -0.04
2 C -0.15
3 O -0.01
4 C -0.58
5 C 0.03
6 O 0.10
7 H 0.07
8 H 0.09
9 H 0.04
10 H 0.11
11 H 0.12
12 H 0.07
13 H 0.08
14 H 0.08
15 C -0.04
16 C -0.20
17 O 0.00
18 C -0.50
19 C 0.04
20 O 0.08
21 H 0.05
22 H 0.06
23 H 0.08
24 H 0.11
25 H 0.12
26 H 0.06
27 H 0.07
28 H 0.08
29 C -0.07
30 O -0.08
31 C -0.41
32 O 0.13
33 O -0.04
34 C -0.05
35 H 0.09
36 H 0.08
37 H 0.09
38 H 0.07
39 H 0.10
40 H 0.07
41 C -0.02
42 O 0.02
43 C -0.60
44 O 0.09
45 O 0.01
46 C -0.04
47 H 0.10
48 H 0.10
49 H 0.09
50 H 0.08
51 H 0.09
52 H 0.09
53 C -0.03
54 O 0.02
55 C -0.65
56 O 0.06
57 O 0.04
58 C -0.01
59 H 0.08
60 H 0.10
61 H 0.10
62 H 0.10
63 H 0.09
64 H 0.10
65 C -0.08
66 O -0.20
67 C -0.20
68 C -0.14
69 O -0.14
70 C -0.20
71 C -0.20
72 O -0.19
73 C -0.08
74 H 0.08
75 H 0.09
76 H 0.09
77 H 0.12
78 H 0.12
79 H 0.11
80 H 0.12
81 H 0.11
82 H 0.13
83 H 0.13
84 H 0.12
85 H 0.09
86 H 0.06
87 H 0.09
88 C -0.08
89 O -0.20
90 C -0.18
91 C -0.23
92 O -0.15
93 C -0.12
94 C -0.17
95 O -0.19
96 C -0.08
97 H 0.08
98 H 0.06
99 H 0.08